Computed, not measured: C7H14N2 in the gas phase in a non-equilibrium geometry, with ωB97M-V with the def2-TZVPD basis set.

Element x y z (Å)
N 2.277318 0.849909 2.062191
N -2.060093 -1.328395 0.763542
C 0.406140 0.698186 0.358398
C -0.551402 -0.705085 -1.065174
C 0.065459 1.855041 -0.215431
C -1.780164 -0.886481 -0.516574
C 0.700055 -0.655707 -0.229652
C -0.344225 -0.799431 -2.553018
C 0.838176 0.732831 1.908126
H 0.528818 -0.170597 2.442607
H -2.987820 -1.110813 1.095702
H -1.285990 -0.738842 -3.094629
H 0.213032 2.806315 0.271795
H 2.744693 0.045716 1.656349
H 0.738742 -1.454373 0.515203
H 0.147388 -1.738219 -2.815166
H -0.566952 1.895066 -1.087651
H 2.614480 1.672415 1.572073
H -1.314146 -1.156702 1.422238
H 0.291437 0.014541 -2.902841
H 1.600506 -0.621149 -0.845216
H -2.657555 -0.797935 -1.144430
H 0.382101 1.593707 2.401560

Forces on atoms 1 to 2 (eV/Å):
0.50 -0.13 0.25
0.19 0.38 0.35

HOMO level	-7.33	eV
frontier orbital gap	8.26	eV
energy above the lowest of the compared OMol25 structures with the same formula, charge and spin	2.327	eV
2S+1	1
total energy	-10464.0398	eV
strongest force on any atom	4.691	eV Å⁻¹
charge	0
structure (SMILES)	C=C(CN)C/C(C)=C\N

Atomic partial charges in e from the Mulliken method, atoms 1 to 5: -0.6323, -0.4820, 0.7032, 0.2946, -1.0965